No. 1
One molecule with the formula C5H8N2. Source: OMol25; level of theory: ωB97M-V with the def2-TZVPD basis set.

Properties
Structure (SMILES): C=C=C(C)/N=N/C
2S+1: 1
LUMO: 0.4 eV
HOMO energy: -8.8 eV

```
15
Properties=species:S:1:pos:R:3:forces:R:3
C -1.89722 -1.79805 0.02134 -0.2 -0.2 -0.1
C -1.28578 -0.66459 -0.09697 0.1 0.7 0.4
C -0.66324 0.50133 -0.01616 -1.5 -0.8 -0.8
C -1.35248 1.83748 -0.02777 -0.1 -0.1 0.0
N 0.70986 0.54215 0.09178 2.8 -1.2 0.2
N 1.34478 -0.47024 -0.31223 -1.6 1.1 0.4
C 2.74153 -0.45024 0.01704 0.5 0.4 0.0
H -2.20617 -2.19059 0.98021 0.1 0.0 0.2
H -2.13215 -2.40460 -0.84040 0.0 0.0 -0.2
H -0.60160 2.62354 -0.01901 0.0 0.0 0.0
H -1.96982 1.94238 -0.91828 0.0 0.1 0.0
H -1.99165 1.94952 0.84707 0.0 0.1 0.0
H 3.04794 0.47108 0.52432 -0.1 -0.1 0.0
H 2.94855 -1.31116 0.65623 0.0 0.0 -0.1
H 3.30746 -0.57799 -0.90718 0.1 -0.1 0.0
```
Positions in Å, forces in eV/Å.

natural (NBO) charges in e:
1 C -0.473
2 C 0.137
3 C -0.003
4 C -0.625
5 N -0.182
6 N -0.140
7 C -0.458
8 H 0.222
9 H 0.223
10 H 0.230
11 H 0.224
12 H 0.221
13 H 0.196
14 H 0.215
15 H 0.210

=====

No. 2
A 2-piece molecular cluster, C5H7NO overall. Source: OMol25; level of theory: ωB97M-V with the def2-TZVPD basis set.

Properties
2S+1: 1
LUMO: 0.7 eV
HOMO energy: -9.4 eV

```
14
Properties=species:S:1:pos:R:3:forces:R:3
C -2.10941 0.73174 0.13259 0.0 0.0 0.1
C -0.68070 0.44235 -0.19841 0.1 0.1 0.0
C 0.38257 0.99735 0.38925 -0.2 -0.1 0.0
C 1.75543 0.49567 0.19409 0.0 -0.1 -0.1
N 2.00101 -0.58482 -0.43608 0.1 0.3 0.2
C 0.06062 -2.77339 -0.27171 0.9 -0.9 -0.8
O 0.75164 -3.42257 -0.89802 -0.9 0.7 0.8
H -2.68067 1.10137 -0.72687 0.1 -0.1 0.1
H -2.20519 1.44747 0.95388 0.0 0.0 -0.1
H -2.58107 -0.20591 0.44867 0.0 0.1 0.0
H -0.49908 -0.33819 -0.93416 0.0 0.1 0.1
H 0.25662 1.80887 1.10473 0.0 -0.1 0.0
H 2.54650 1.08730 0.67468 -0.1 -0.1 -0.1
H 3.00172 -0.78726 -0.43264 -0.1 0.1 0.0
```
Positions in Å, forces in eV/Å.

natural (NBO) charges in e:
1 C -0.652
2 C -0.078
3 C -0.313
4 C 0.112
5 N -0.638
6 C 0.509
7 O -0.508
8 H 0.223
9 H 0.212
10 H 0.228
11 H 0.210
12 H 0.201
13 H 0.153
14 H 0.341

=====

No. 3
A 5-piece molecular cluster, C12H34IN2O6 overall. Source: OMol25; level of theory: ωB97M-V with the def2-TZVPD basis set.

Properties
2S+1: 1
Net charge: -1
LUMO: 2.9 eV
HOMO energy: -5.1 eV

```
55
Properties=species:S:1:pos:R:3:forces:R:3
I -0.85097 0.98784 0.83766 0.0 0.0 0.1
C 2.26873 2.74335 -2.17097 0.3 0.7 0.0
C 2.88128 1.47791 -1.58138 -1.4 -0.1 0.5
C 3.09311 1.63665 -0.08292 0.6 0.4 -0.1
O 4.21832 2.51877 0.07027 -0.4 -0.1 0.3
C 4.37709 2.85601 1.42186 0.0 0.1 0.4
N 1.96515 0.33596 -1.79425 -0.7 0.0 0.3
H 1.34815 3.05220 -1.66741 0.0 -0.4 0.3
H 1.98564 2.61439 -3.21797 0.3 -0.1 -0.1
H 2.94931 3.59701 -2.06852 0.0 -0.1 -0.2
H 3.86618 1.26858 -1.99993 0.0 0.0 -0.3
H 3.28400 0.67156 0.40291 0.2 -0.1 -0.1
H 2.23484 2.07181 0.43867 -0.2 0.0 -0.3
H 3.46288 3.25405 1.87832 -0.2 -0.1 -0.2
H 5.12995 3.63651 1.53041 0.2 -0.1 -0.2
H 4.66961 1.98422 2.01773 0.1 -0.1 0.0
H 1.28971 0.31677 -1.01673 0.6 -0.1 0.2
H 1.27501 0.56585 -2.51175 0.5 -0.1 -0.4
C 0.11488 -3.29052 -0.62097 -0.4 0.5 -0.5
C -0.92119 -3.72195 0.42102 1.0 0.2 0.3
C -0.30194 -4.13211 1.75258 0.4 -0.1 -0.3
O 0.72366 -5.09221 1.50936 -0.6 -0.4 0.0
C 1.22165 -5.61665 2.70811 0.0 0.5 0.4
N -1.88003 -2.65601 0.69962 -0.1 -0.2 -0.2
H 0.95068 -3.95614 -0.83083 -0.1 -0.2 0.3
H 0.49129 -2.28887 -0.39511 0.2 -0.1 0.3
H -0.42474 -3.13818 -1.56422 0.0 -0.1 0.0
H -1.42996 -4.61843 0.05816 -0.2 0.1 -0.1
H -1.11533 -4.54164 2.36306 0.2 -0.1 0.2
H 0.17915 -3.32060 2.31328 -0.3 0.4 -0.2
H 1.77400 -6.52655 2.49551 0.1 0.0 0.0
H 0.43308 -5.82698 3.44179 -0.2 -0.2 -0.2
H 1.85961 -4.87824 3.21282 0.3 -0.1 -0.1
H -1.38668 -1.85349 1.09259 -0.1 -0.1 0.0
H -2.22462 -2.31310 -0.19369 -0.2 0.0 0.1
C -2.30206 -0.20590 -3.15658 -0.4 0.2 0.5
C -2.24976 -1.10440 -4.36992 -0.3 -0.2 0.1
O -2.24471 -2.48153 -3.98499 0.1 0.1 -0.1
O -1.03881 -0.24468 -2.54296 0.5 -0.2 0.0
H -3.09786 -0.55870 -2.48794 0.2 -0.3 0.0
H -2.62550 0.82248 -3.36775 0.4 0.0 -0.5
H -1.36357 -0.92794 -4.98654 -0.1 0.4 0.0
H -3.14865 -0.94641 -4.97178 0.1 -0.1 0.0
H -1.35491 -2.66511 -3.65952 -0.1 0.0 0.1
H -1.07146 -0.17697 -1.57302 -0.3 0.3 -0.1
C -3.34700 4.37812 2.10517 -0.5 -0.9 0.6
C -2.46513 4.47526 3.33462 0.7 0.0 -0.1
O -1.11527 4.14558 3.00712 0.0 0.2 0.3
O -3.66904 3.01569 1.85781 -0.3 0.0 -0.1
H -2.88247 4.81453 1.22029 0.1 0.3 0.1
H -4.31382 4.84682 2.32386 0.1 0.2 -0.2
H -2.81707 3.81397 4.13306 -0.3 -0.1 -0.2
H -2.46555 5.47917 3.77505 0.2 0.1 -0.3
H -1.02644 3.18913 2.88307 -0.1 0.1 -0.2
H -2.91242 2.51308 1.51185 0.1 0.2 0.0
```
Positions in Å, forces in eV/Å.

natural (NBO) charges in e:
1 I -0.920
2 C -0.627
3 C -0.071
4 C -0.073
5 O -0.550
6 C -0.245
7 N -0.853
8 H 0.219
9 H 0.197
10 H 0.207
11 H 0.178
12 H 0.172
13 H 0.192
14 H 0.170
15 H 0.177
16 H 0.157
17 H 0.372
18 H 0.365
19 C -0.629
20 C -0.067
21 C -0.061
22 O -0.546
23 C -0.242
24 N -0.841
25 H 0.215
26 H 0.222
27 H 0.190
28 H 0.175
29 H 0.168
30 H 0.165
31 H 0.183
32 H 0.158
33 H 0.160
34 H 0.381
35 H 0.355
36 C -0.087
37 C -0.082
38 O -0.730
39 O -0.774
40 H 0.173
41 H 0.160
42 H 0.167
43 H 0.168
44 H 0.473
45 H 0.510
46 C -0.088
47 C -0.087
48 O -0.744
49 O -0.762
50 H 0.174
51 H 0.161
52 H 0.167
53 H 0.160
54 H 0.490
55 H 0.497

=====

No. 4
A 10-piece molecular cluster, C20H60F6NO8P overall. Source: OMol25; level of theory: ωB97M-V with the def2-TZVPD basis set.

Properties
2S+1: 1
LUMO: -0.4 eV
HOMO energy: -9.5 eV

```
96
Properties=species:S:1:pos:R:3:forces:R:3
N 2.04841 2.07857 -3.29315 1.3 0.5 -1.0
H 2.58404 1.45812 -3.88326 0.6 -0.5 0.2
H 1.70017 1.59585 -2.47716 -0.2 -0.3 0.8
H 1.32282 2.39169 -3.92210 -1.8 0.0 -0.5
H 2.57894 2.92471 -3.14260 0.5 0.0 0.8
P 0.05409 0.20219 -0.57254 0.7 -0.8 -1.9
F 1.11359 0.42954 0.65661 -1.3 -0.3 -0.8
F 1.30931 0.12236 -1.61238 1.0 -0.3 0.2
F 0.15932 -1.48559 -0.46670 0.1 1.7 -0.2
F -0.87131 0.14570 -1.90104 -0.9 -1.3 0.2
F -1.20545 0.11141 0.36252 0.1 1.0 0.4
F 0.02499 1.82059 -0.92747 0.2 0.2 1.9
C 3.80585 2.46860 0.89098 -1.5 -0.5 0.0
O 3.28662 3.78300 0.81885 1.1 0.8 0.0
H 4.79520 2.45525 0.43369 -0.2 -0.1 -0.1
H 3.84547 2.01435 1.88102 0.4 0.6 0.6
H 3.08919 1.77492 0.45132 0.3 -0.2 -0.9
H 2.33629 3.90826 0.87166 -0.3 -0.8 0.3
C 2.48159 -3.09704 0.03925 0.0 -0.5 0.5
O 3.01246 -1.83728 -0.22019 0.7 0.9 -0.2
H 1.97611 -3.46087 -0.85530 -0.6 -0.3 0.2
H 3.27945 -3.80249 0.27133 0.1 0.1 0.1
H 1.83278 -2.95490 0.90350 -0.3 -0.9 -0.1
H 2.27218 -1.24152 -0.08360 0.3 0.4 -0.1
C -2.55141 -3.88311 0.03920 0.1 -0.4 0.0
C -2.11520 -3.16029 1.31621 -2.7 -0.7 -0.5
C -2.83966 -3.69463 2.55642 0.2 -0.8 -0.1
O -0.76077 -3.31131 1.39321 1.6 0.3 0.9
H -2.04561 -3.48427 -0.84011 -0.1 0.6 0.0
H -3.62933 -3.86823 -0.12197 0.0 -0.1 0.0
H -2.14643 -4.89463 0.06935 -0.4 -0.3 0.3
H -2.47622 -2.13876 1.19680 0.5 0.6 0.1
H -2.75091 -4.77431 2.67681 0.4 -0.2 -0.3
H -3.91951 -3.57806 2.46457 0.0 0.6 0.0
H -2.46665 -3.29513 3.49948 -0.1 0.4 -0.1
H -0.42368 -2.86050 0.61556 0.4 0.1 0.0
C 1.72824 -0.69310 3.89939 -0.2 0.9 1.7
C 2.12695 -1.84252 4.84939 -1.1 -1.2 -1.3
C 0.94907 -2.68752 5.27839 -1.3 1.4 0.7
O 2.93211 -2.72964 4.13722 2.4 -0.7 -0.4
H 0.84844 -0.88732 3.28593 0.3 -0.5 -0.3
H 2.56339 -0.28807 3.32793 0.0 -0.4 -0.1
H 1.39849 0.13894 4.52155 -0.1 0.3 0.1
H 2.65444 -1.58046 5.76656 0.3 0.5 -0.4
H 0.34004 -2.99465 4.42818 0.2 -0.3 -0.2
H 0.30395 -1.99889 5.82401 -0.4 -0.2 0.4
H 1.18858 -3.51968 5.94039 0.2 0.1 -0.2
H 2.45511 -3.16990 3.42993 -0.3 0.2 0.1
C 1.69135 -2.68826 -3.81377 -1.6 -1.1 -0.7
C 3.03135 -3.35828 -3.53121 -0.9 1.2 -1.1
C 3.87379 -3.75620 -4.74298 -1.1 -0.8 0.8
O 3.64503 -2.35221 -2.85071 2.5 1.3 1.4
H 1.00005 -3.18807 -4.49229 0.2 -0.3 -0.5
H 1.82138 -1.67047 -4.18157 0.2 -0.1 0.1
H 1.08082 -2.68930 -2.91080 0.3 0.5 0.4
H 2.90268 -4.20368 -2.85532 -0.1 -0.6 -0.3
H 4.27256 -3.01114 -5.43144 -0.4 0.4 0.4
H 3.11141 -4.35689 -5.23903 0.8 -0.6 -0.7
H 4.70684 -4.32528 -4.33036 0.0 -0.3 -0.5
H 3.26990 -2.31132 -1.96798 0.2 0.7 0.5
C -4.91833 1.87283 0.88580 -1.0 0.9 0.8
C -4.25024 0.59503 0.47199 -0.6 -0.5 0.7
C -5.11384 -0.66843 0.62158 0.5 0.9 0.4
O -3.96114 0.80174 -0.86561 0.9 0.1 -1.7
H -5.16638 2.00710 1.93867 0.3 -0.5 0.3
H -5.88939 2.00209 0.40787 0.0 -0.2 -0.4
H -4.32483 2.74442 0.60976 0.2 -0.1 -0.1
H -3.35895 0.44746 1.08184 0.3 0.1 -0.1
H -6.09879 -0.47945 0.19466 -0.1 -0.1 0.3
H -5.10265 -0.84173 1.69766 -0.7 -0.5 0.0
H -4.66917 -1.52044 0.10734 0.1 0.1 0.0
H -3.09155 0.44429 -1.05966 0.1 -0.1 -0.2
C -0.92966 5.18982 -4.71456 0.9 -1.0 0.4
C -0.63298 3.89950 -3.84977 -2.1 -0.6 0.0
C -1.82779 3.19785 -3.15047 -1.0 1.3 0.7
O -0.03111 2.87451 -4.65083 1.0 0.4 -0.6
H -1.63023 4.97383 -5.52120 -0.4 0.0 0.3
H -0.02919 5.48960 -5.25065 0.3 -0.2 0.1
H -1.19178 6.08448 -4.14977 -0.4 -0.4 0.2
H 0.03366 4.07873 -3.00623 0.5 0.4 -0.3
H -2.27705 3.90789 -2.45612 0.2 0.2 0.4
H -1.60378 2.32174 -2.54192 0.6 0.2 -0.3
H -2.73185 2.93535 -3.69989 0.4 0.0 -1.0
H -0.67015 2.43474 -5.21636 -0.2 0.1 0.1
C -1.28863 2.41801 2.82514 -2.0 -1.6 -0.7
C -0.44444 3.57630 2.71757 2.5 0.7 1.1
C 0.71704 3.32700 3.69253 1.5 0.9 -0.2
O 0.08358 3.68689 1.40031 0.1 0.4 -0.3
H -2.06198 2.51881 2.06366 -0.8 -0.2 0.4
H -1.63423 2.25085 3.84529 -0.5 0.1 -0.2
H -0.76139 1.51189 2.52668 0.4 -0.1 0.1
H -0.91312 4.53369 2.94527 -0.3 -0.1 0.0
H 1.19947 4.25815 3.98971 -0.1 0.2 0.2
H 1.52294 2.83719 3.14598 -0.1 -0.3 -0.2
H 0.57097 2.72239 4.58764 -0.6 0.1 -0.1
H -0.12571 2.86757 0.94589 0.1 -0.1 -0.3
```
Positions in Å, forces in eV/Å.

Löwdin charges in e:
1 N 0.331
2 H 0.149
3 H 0.080
4 H 0.050
5 H 0.151
6 P 0.286
7 F -0.135
8 F -0.178
9 F -0.176
10 F -0.154
11 F -0.091
12 F -0.172
13 C -0.159
14 O -0.128
15 H 0.083
16 H 0.067
17 H 0.049
18 H 0.042
19 C -0.146
20 O -0.125
21 H 0.070
22 H 0.101
23 H 0.075
24 H 0.027
25 C -0.051
26 C -0.537
27 C -0.043
28 O -0.039
29 H 0.073
30 H 0.074
31 H 0.083
32 H 0.109
33 H 0.076
34 H 0.074
35 H 0.073
36 H 0.038
37 C -0.043
38 C -0.488
39 C -0.069
40 O -0.061
41 H 0.071
42 H 0.076
43 H 0.062
44 H 0.140
45 H 0.071
46 H 0.077
47 H 0.085
48 H 0.080
49 C -0.056
50 C -0.536
51 C -0.038
52 O -0.058
53 H 0.071
54 H 0.076
55 H 0.063
56 H 0.133
57 H 0.079
58 H 0.075
59 H 0.078
60 H 0.027
61 C -0.067
62 C -0.537
63 C -0.035
64 O -0.039
65 H 0.079
66 H 0.080
67 H 0.075
68 H 0.108
69 H 0.081
70 H 0.081
71 H 0.063
72 H 0.060
73 C -0.026
74 C -0.403
75 C -0.050
76 O -0.097
77 H 0.077
78 H 0.068
79 H 0.079
80 H 0.127
81 H 0.085
82 H 0.047
83 H 0.085
84 H 0.120
85 C -0.076
86 C -0.490
87 C -0.046
88 O -0.051
89 H 0.083
90 H 0.102
91 H 0.077
92 H 0.143
93 H 0.076
94 H 0.067
95 H 0.073
96 H 0.038

=====

No. 5
A 2-piece molecular cluster, CH3BrF2Si overall. Source: OMol25; level of theory: ωB97M-V with the def2-TZVPD basis set.

Properties
2S+1: 1
LUMO (alpha / beta): -0.6 / -0.1 eV
HOMO energy (alpha / beta): -8.8 / -7.6 eV

```
8
Properties=species:S:1:pos:R:3:forces:R:3
C 0.53528 -1.80043 -0.81690 1.7 2.3 -0.8
F 1.85623 -2.15189 -0.76050 -1.1 0.4 -0.2
F 0.11113 -1.74367 -2.08235 0.2 -0.3 0.4
Si 0.52606 1.09871 0.20963 1.8 -2.4 -2.6
Br -0.14282 2.78646 -1.05355 0.2 -0.2 0.3
H -0.03550 -2.37224 -0.16186 -1.1 -1.1 0.9
H -0.00949 0.97847 1.48952 -0.6 0.3 1.6
H 1.98518 0.60616 0.00872 -1.0 1.1 0.4
```
Positions in Å, forces in eV/Å.

natural (NBO) charges in e:
1 C 0.510
2 F -0.354
3 F -0.336
4 Si 0.627
5 Br -0.273
6 H 0.122
7 H -0.174
8 H -0.121

=====

No. 6
C3H2I6O as an isolated structure. Source: OMol25; level of theory: ωB97M-V with the def2-TZVPD basis set.

Properties
2S+1: 1
LUMO (alpha / beta): -2.1 / -1.2 eV
HOMO energy (alpha / beta): -8.1 / -8.5 eV

```
12
Properties=species:S:1:pos:R:3:forces:R:3
C -1.38889 0.62779 -0.77630 -1.7 0.0 3.6
C -0.43492 1.47051 -0.10538 0.5 0.8 0.3
C 1.91898 0.12902 0.17260 -1.1 -0.1 -0.3
O 1.63514 -0.99358 0.86631 0.3 1.1 0.0
I -1.70933 -1.27246 0.30917 0.2 0.6 -0.7
I -3.55390 1.48813 -0.93281 1.0 -0.1 0.0
I 0.20341 3.11063 -1.34651 -0.3 -0.7 0.5
I -0.74589 1.97264 1.92237 0.0 -0.1 -0.5
I 2.96540 1.81303 0.98636 -0.1 -1.0 -0.1
I 2.21287 -0.33832 -1.86263 0.2 0.2 0.3
H -1.17718 0.51766 -1.75946 0.6 -0.9 -3.0
H 0.83365 -0.89067 1.42394 0.3 0.2 -0.1
```
Positions in Å, forces in eV/Å.

natural (NBO) charges in e:
1 C -0.517
2 C -0.483
3 C -0.049
4 O -0.749
5 I 0.144
6 I 0.032
7 I 0.233
8 I 0.240
9 I 0.221
10 I 0.218
11 H 0.199
12 H 0.512

=====

In kcal per mole, the relative energy (zero: lowest compared OMol25 entry of this formula, charge and spin) values for the records above are, in order, 77.18, 35.43, 0.00, 0.00, 65.40, 10.45.